[1]
Computed, not measured: 6 unconnected molecules or ions with the total composition C26H62N2O10 in a non-equilibrium geometry, with ωB97M-V/def2-TZVPD.

Structure (XYZ):
```
100
Properties=species:S:1:pos:R:3:forces:R:3
C 5.27128 -1.94915 -0.10696 0.627 0.110 0.504
C 4.26396 -2.12740 0.99707 -2.072 0.055 0.138
C 4.33748 -1.07331 2.18261 -0.342 -0.853 -1.170
C 2.86452 -1.89742 0.34853 -0.514 1.294 -0.902
C 2.25443 -3.05314 -0.44693 1.448 -0.412 0.823
C 2.37496 -4.30945 0.41634 -1.204 -0.137 -0.745
C 3.77184 -4.63957 0.97073 -1.217 -2.850 0.731
C 3.51384 -5.74038 2.13459 0.383 0.288 -0.563
C 4.64925 -5.35954 -0.09460 0.133 1.227 -0.084
N 4.26075 -3.48843 1.60973 -1.077 2.825 -0.698
O 5.47876 -3.66170 2.20995 1.185 -0.644 1.093
H 5.21527 -0.90762 -0.42348 0.284 -0.034 -0.167
H 6.25643 -2.18391 0.29613 0.213 0.087 -0.317
H 5.04415 -2.60270 -0.94921 0.076 0.109 0.005
H 5.24067 -1.12534 2.79059 -0.090 -0.085 -0.076
H 4.20405 -0.05946 1.80523 0.283 0.036 -0.240
H 3.42485 -1.26592 2.74662 0.289 -0.096 0.494
H 2.18553 -1.36245 1.01251 -0.445 -1.148 0.849
H 2.87449 -1.04435 -0.32990 1.003 0.169 -0.550
H 1.27063 -2.84574 -0.86792 -0.274 -0.045 0.600
H 2.82816 -3.30615 -1.33851 0.453 0.520 -0.208
H 2.03895 -5.10734 -0.24591 0.124 -0.544 0.301
H 1.63738 -4.25069 1.21673 0.163 -0.019 0.321
H 3.18296 -5.35304 3.09823 -0.252 0.632 -0.229
H 4.41001 -6.30161 2.39918 0.248 0.030 -0.386
H 2.76398 -6.46893 1.82635 0.000 0.018 -0.251
H 5.67333 -5.52706 0.23903 -0.144 -0.219 0.365
H 4.77225 -4.68724 -0.94371 -0.173 -0.143 -0.318
H 4.19338 -6.28817 -0.43800 0.013 0.041 0.153
H 5.17743 -3.56180 3.11594 0.837 -0.175 0.484
C -1.04277 1.20264 4.21918 1.001 -0.278 -0.462
C -1.08142 0.71224 2.73637 -1.389 -0.500 0.109
C -0.07059 -0.43597 2.42284 0.767 0.970 0.124
C -2.47088 0.07567 2.48417 0.225 0.329 1.017
C -3.58768 1.07701 2.47093 -1.042 0.644 -0.776
C -3.35792 2.12027 1.44452 1.499 1.486 -0.945
C -1.99179 2.86941 1.59297 0.537 0.640 -0.288
C -1.77316 3.69025 0.31919 1.505 -0.378 -0.496
C -1.96760 3.93795 2.69294 -0.448 -0.499 1.941
N -0.90695 1.81595 1.72881 -2.558 -1.556 -0.082
O 0.34527 2.31013 1.88702 1.337 1.390 0.460
H -2.01045 1.53776 4.59254 0.033 -0.230 -0.102
H -0.65058 0.38738 4.82716 -0.337 -0.111 0.186
H -0.33452 2.01471 4.38359 0.035 0.109 -0.300
H -0.21161 -0.98652 1.49273 -0.605 0.381 -0.172
H 0.91359 0.01976 2.31421 0.217 -0.165 0.291
H -0.01160 -1.22767 3.16971 -0.191 0.342 0.398
H -2.38533 -0.50785 1.56751 -0.537 0.029 -0.050
H -2.74061 -0.57257 3.31792 0.578 -0.554 -0.047
H -4.51981 0.59979 2.16841 -0.163 -0.274 0.434
H -3.77613 1.65796 3.37375 0.173 -0.725 0.619
H -4.09512 2.92312 1.43606 -0.312 -0.144 0.076
H -3.34377 1.68222 0.44651 -0.161 -0.006 -0.074
H -2.43315 4.55688 0.28101 -0.327 -0.411 -0.293
H -1.69671 3.08252 -0.58243 -0.946 -0.028 -0.166
H -0.76678 4.10825 0.29536 0.234 0.268 0.601
H -2.60387 4.81620 2.58370 -0.348 -0.248 -0.729
H -1.01557 4.38203 2.98366 0.453 -0.479 -0.579
H -2.32327 3.47766 3.61476 -0.072 0.040 0.261
H 0.79178 2.00062 1.09555 0.380 -0.006 -0.577
O 2.21745 6.84033 -0.64947 0.728 -0.875 0.017
C 1.73752 6.31893 -1.91609 -0.282 1.371 1.700
C 2.37317 5.04027 -2.39281 0.555 0.117 -0.972
O 2.53918 4.00295 -1.43323 -0.720 0.448 -0.099
H 1.80146 7.69901 -0.54357 0.053 -0.021 0.132
H 0.67587 6.16861 -1.72015 -0.224 -0.242 -0.627
H 1.90822 7.18112 -2.56074 -0.263 -0.635 -1.018
H 3.34105 5.13725 -2.88465 0.232 0.703 0.155
H 1.72946 4.76590 -3.22855 -0.236 -0.745 0.250
H 3.05754 4.43870 -0.75277 0.092 -0.230 0.506
O -3.75246 -1.97231 -1.02071 -0.933 -0.912 -0.361
C -4.78529 -2.16857 -2.01569 0.442 0.219 -0.436
C -5.73475 -3.32346 -1.65794 -0.141 2.444 0.283
O -5.09426 -4.52626 -1.48020 0.436 -0.837 0.327
H -3.10999 -1.31257 -1.29197 -0.066 0.224 -0.173
H -5.30951 -1.22540 -2.16972 -0.549 0.015 0.345
H -4.42895 -2.39241 -3.02118 0.853 -0.194 0.002
H -6.49006 -3.38483 -2.44142 0.007 -0.108 -0.021
H -6.20552 -3.00798 -0.72684 -0.513 -0.118 0.127
H -4.80344 -4.45248 -0.56829 0.515 -0.604 0.005
O -2.56630 1.57948 -3.15941 -1.073 0.635 -0.744
C -3.61252 0.93179 -3.92098 2.446 -1.115 -0.563
C -3.69602 1.61847 -5.30427 -1.277 -0.925 0.949
O -4.65702 0.89270 -6.12862 0.414 1.052 0.600
H -2.57747 1.34721 -2.22799 -0.095 -0.276 0.419
H -3.19112 -0.05791 -4.09714 -0.122 -0.552 -0.348
H -4.55551 0.68081 -3.43529 -0.245 1.071 0.147
H -2.73413 1.67778 -5.81354 0.076 0.002 0.299
H -4.06098 2.61516 -5.05626 -0.222 0.118 -0.801
H -4.24240 0.09371 -6.46224 0.178 0.001 0.073
O -1.63286 0.59289 -0.69923 -1.760 -0.842 -1.420
C -0.52665 -0.04917 -1.24595 1.155 0.589 -0.130
C 0.46426 0.98867 -1.76297 0.170 -1.905 -0.308
O 1.16614 1.53338 -0.69809 0.141 0.660 1.263
H -1.44842 0.90548 0.18952 0.741 0.484 0.935
H -0.09837 -0.71509 -0.49680 0.506 0.100 0.023
H -0.71348 -0.69688 -2.10249 -0.952 0.088 -0.074
H -0.05698 1.69725 -2.40665 0.000 0.175 0.115
H 1.17362 0.39652 -2.34111 0.202 0.122 -0.633
H 1.58319 2.36182 -0.94581 0.238 0.419 -0.286
```
Positions in Å, forces in eV/Å.

Output
HOMO level	-8.19	eV
max |F|	0.0619	hartree/bohr
orbital gap	8.6	eV
energy above the lowest of the compared OMol25 structures with the same formula, charge and spin	172.2	kJ/mol
2S+1	1
charge	0
molar mass	562.786	g/mol
structure (SMILES)	CC1(C)CCCC(C)(C)N1O.CC1(C)CCCC(C)(C)N1O.OCCO.OCCO.OCCO.OCCO



[2]
Computed, not measured: 11 unconnected molecules or ions with the total composition C26H63BF4N4O6 in a non-equilibrium geometry, with ωB97M-V/def2-TZVPD.

Structure (XYZ):
```
104
Properties=species:S:1:pos:R:3:forces:R:3
C -1.12177 6.06698 -0.59517 0.514 -0.525 0.869
C -1.73799 5.50342 0.78341 -1.145 1.931 -1.656
C -1.48004 4.00427 0.95735 1.445 -0.068 -1.336
N -1.73682 3.49576 2.33962 0.059 -0.265 0.023
C -3.19449 3.56500 2.60069 5.076 9.368 2.289
C -0.89946 4.29761 3.41320 -1.044 0.144 -0.501
C -0.64765 3.27997 4.49795 -0.936 3.161 3.194
C -0.87030 1.90594 4.06988 -4.981 0.936 -1.902
C -1.25788 2.06958 2.49346 0.308 -2.121 0.522
H -1.53618 7.10700 -0.78459 1.343 -1.044 0.443
H -1.41777 5.50721 -1.46519 -1.023 -0.615 -0.113
H -0.01679 5.82173 -0.69076 -0.915 1.358 0.610
H -2.84407 5.93166 0.62929 1.979 -1.757 0.945
H -1.30083 6.04002 1.66130 -0.297 -0.147 -0.878
H -0.39181 3.78021 0.87457 -0.422 0.691 -0.288
H -1.88825 3.38022 0.11995 -0.381 0.351 1.172
H -3.39831 3.25610 3.51623 -0.263 -0.888 4.939
H -3.71932 2.95660 2.15463 -4.855 -5.686 -6.260
H -3.48808 4.69734 2.53626 0.214 -2.415 -0.213
H -1.49444 5.19318 3.77416 0.675 -1.168 -0.676
H 0.05963 4.63330 3.01137 -0.439 -0.060 -0.668
H -1.27238 3.65798 5.36467 -0.072 -1.137 -0.833
H 0.28729 3.48788 4.98315 1.048 -0.215 -0.366
H -1.50656 1.32496 4.76944 -0.598 0.580 -0.946
H -0.07597 1.34940 4.09015 4.991 -2.857 -0.135
H -2.01829 1.28926 2.08782 1.098 1.572 0.760
H -0.29252 1.90396 1.90166 -1.356 0.536 0.686
B -0.19652 -0.89638 -0.48496 1.469 2.268 0.084
F -1.02031 -1.73926 0.14373 -1.008 -2.022 1.227
F 0.42737 -1.48820 -1.55284 0.697 -0.649 -0.122
F -0.97623 0.12773 -0.97395 -0.757 1.152 -0.294
F 0.72818 -0.31144 0.48934 -0.836 -0.877 -0.782
C -0.75136 0.10373 -4.57216 0.839 -2.445 1.927
C -0.77423 -1.03381 -5.57190 -0.650 1.556 0.192
N -0.75993 -1.92738 -6.29761 0.016 0.173 0.232
H -0.55689 1.15011 -4.92715 -1.136 -1.128 -0.031
H -1.68671 -0.13222 -3.70881 3.186 1.176 -2.638
H 0.33272 -0.16514 -4.18068 -2.182 0.684 0.411
C 1.45894 -2.60744 2.76502 -6.648 -1.729 -0.640
C 0.78692 -3.72261 3.68123 -2.595 -2.883 3.073
N 0.21323 -4.56815 4.36137 3.732 5.332 -4.316
H 1.32295 -3.06576 1.75543 0.342 0.739 0.620
H 0.94410 -1.58134 2.79921 0.434 -1.807 0.142
H 2.40697 -2.51397 2.99455 4.806 0.271 1.098
C -4.44397 -0.02808 -1.06178 1.481 1.502 -3.924
C -4.37395 1.42194 -0.78256 0.144 3.892 -1.881
N -4.21718 2.60042 -0.77373 -0.589 -4.301 0.593
H -4.13159 -0.46089 -2.13667 -0.529 1.836 2.201
H -3.74194 -0.34030 -0.41499 2.602 -2.013 2.257
H -5.31599 -0.49343 -0.84758 -2.970 -0.961 0.901
C 5.06125 0.42098 1.59771 -1.648 0.058 2.242
C 3.67113 -0.14284 1.37698 2.556 -0.036 -6.516
O 3.01022 0.87867 0.37937 10.489 3.900 5.532
H 5.86519 -0.05623 2.13636 -0.421 -0.747 0.542
H 4.82511 1.36741 2.04230 0.190 0.680 1.003
H 5.45973 0.74266 0.75586 1.888 0.992 -4.443
H 3.40979 -0.31977 2.33031 -2.888 -0.207 3.099
H 3.67874 -1.09719 0.73952 -0.017 1.113 1.271
H 2.32381 0.44917 0.21502 -9.798 -5.470 -2.704
C 0.81717 4.02703 -3.39619 2.836 -2.091 0.266
C 0.84800 2.81920 -2.40303 -1.192 -1.616 -3.988
O -0.44947 2.47983 -2.06574 -1.267 2.652 -0.312
H 0.18714 3.76346 -4.24632 -0.178 0.589 0.137
H 1.92565 3.87244 -3.74198 -1.814 1.305 0.134
H 0.64726 5.01008 -2.88259 0.045 -1.019 -0.757
H 1.48141 3.09570 -1.67598 1.901 1.008 3.511
H 1.32372 1.84370 -2.79302 -0.259 1.607 -0.278
H -0.49541 1.69776 -1.58042 -0.013 -2.198 1.199
C -1.74833 -5.34450 -2.78616 1.534 -0.906 8.582
C -1.18675 -4.04596 -2.06053 0.004 -1.536 -0.147
O -0.88465 -4.41887 -0.68952 0.495 0.365 -0.982
H -2.54277 -5.94095 -2.16657 0.788 1.841 -0.934
H -0.94166 -6.06096 -2.57492 0.221 0.142 -0.898
H -2.01990 -5.29192 -3.70746 -1.423 0.562 -5.875
H -1.83154 -3.20781 -1.88512 -1.016 0.429 -0.963
H -0.27181 -3.63683 -2.57469 -0.735 -0.684 0.257
H -0.69999 -3.52597 -0.37130 0.085 -0.500 0.871
C 2.61476 -4.01120 -0.78887 0.160 4.143 -4.363
C 3.24668 -4.81810 0.16105 -1.802 0.382 6.167
O 4.03886 -3.98758 1.05041 0.461 0.088 0.432
H 1.90436 -3.18075 -0.48026 0.768 -1.387 0.059
H 2.18501 -4.58728 -1.59721 -0.598 -0.220 0.002
H 3.47132 -3.44119 -1.35307 -1.409 -0.691 0.932
H 3.95111 -5.46059 -0.13684 1.888 -3.011 -2.187
H 2.50185 -5.32787 0.86555 0.698 0.139 -1.150
H 4.69607 -4.60566 1.40707 -0.196 0.614 0.138
C 3.48891 -1.40425 -5.33461 1.597 -4.868 2.303
C 2.64351 -1.90603 -4.11742 -0.495 -1.974 2.099
O 2.47121 -0.82562 -3.21806 -1.113 -0.385 1.459
H 2.93698 -0.78161 -5.89087 -1.497 2.768 -2.106
H 3.65201 -2.34044 -5.90551 -0.301 0.440 -0.262
H 4.57370 -1.15615 -5.10876 -1.718 0.440 0.308
H 3.19205 -2.78239 -3.58498 -0.184 1.418 -0.831
H 1.53878 -2.43811 -4.06987 2.349 1.230 -1.932
H 1.80323 -1.16181 -2.53437 1.502 1.038 -1.212
C -3.17048 -2.43972 4.35477 0.054 -3.051 1.680
C -2.14287 -1.86187 3.48916 0.319 -1.294 -1.142
O -2.54257 -1.40149 2.24048 1.289 1.941 -2.517
H -3.88814 -1.74864 4.68795 -0.849 1.000 0.984
H -2.56779 -2.99373 5.21369 -1.384 1.547 -1.272
H -3.75963 -3.29946 3.95045 0.602 0.748 -0.364
H -1.50918 -2.65898 3.34083 1.520 -2.333 -0.819
H -1.45916 -1.31208 4.05378 0.706 2.466 1.001
H -1.74715 -1.28036 1.53657 -2.602 -0.848 2.734
```
Positions in Å, forces in eV/Å.

Output
HOMO level	-9.00	eV
max |F|	0.2428	hartree/bohr
orbital gap	8.7	eV
energy above the lowest of the compared OMol25 structures with the same formula, charge and spin	180.1	kJ/mol
2S+1	1
charge	0
molar mass	614.616	g/mol



Going through the records in order, we get LUMO level values of 0.426; -0.249 eV.